No. 1
# C3H4Cl2

One molecule with the formula C3H4Cl2 at a distorted geometry (the ωB97M-V functional and the def2-TZVPD basis, OMol25).

The value obtained for the energy relative to the best compared isomer or geometry (same formula, charge and spin) is 112.29 kJ/mol. The gap between HOMO and LUMO is 10.50 eV. As for the charge: 0.

Atoms and positions in Å:
Cl -1.40 0.39 -2.10
C -0.55 -0.70 -1.15
C -0.18 -0.12 -0.01
C 0.53 -0.79 1.27
Cl 1.47 0.41 1.95
H -0.43 -1.83 -1.20
H -0.56 0.88 0.24
H 1.26 -1.69 0.91
H -0.24 -1.19 1.95

No. 2
# C8H10O2P

A 2-piece molecular cluster, C8H10O2P overall at a distorted geometry (the ωB97M-V functional and the def2-TZVPD basis, OMol25).

The value obtained for the energy relative to the best compared isomer or geometry (same formula, charge and spin) is 300.58 kJ/mol. The gap between HOMO and LUMO is 6.41 eV. As for the charge: -1.

Atoms and positions in Å:
C 3.26 0.93 0.28
C 2.49 2.15 0.22
C 2.55 -0.21 0.02
C 1.13 2.10 -0.07
C 1.21 -0.22 -0.36
C 0.43 0.90 -0.26
C 0.64 -1.58 -0.59
C -3.62 -1.12 0.92
O -3.28 0.30 -1.72
O -3.05 0.15 0.85
P -2.86 1.12 -0.59
H 4.39 0.98 0.45
H 3.12 3.05 0.22
H 3.06 -1.15 -0.14
H 0.57 3.04 -0.25
H 0.95 -2.14 -1.57
H 1.03 -2.29 0.12
H -0.51 -1.65 -0.45
H -3.99 -1.21 1.91
H -3.00 -1.95 0.71
H -4.54 -1.20 0.30